Entry 1:
Below is C6H24FInO6 as an isolated structure, with properties calculated with ωB97M-V/def2-TZVPD.

```
38
Properties=species:S:1:pos:R:3:lowdin_charge:R:1
In 23.442 19.760 5.473 0.97
F 22.604 18.617 9.516 -0.39
C 22.963 14.238 11.973 -0.06
O 22.933 14.625 10.578 -0.02
H 23.835 14.682 12.454 0.10
H 22.017 14.601 12.374 0.10
H 23.001 13.149 11.998 0.10
H 22.937 15.585 10.574 0.08
C 26.356 19.102 12.778 -0.11
O 25.237 19.888 12.522 -0.01
H 26.143 18.033 12.760 0.09
H 27.055 19.372 11.986 0.11
H 26.742 19.282 13.782 0.11
H 24.674 19.413 11.908 0.09
C 22.081 13.981 5.187 -0.11
O 22.346 15.094 6.035 -0.06
H 21.932 14.224 4.135 0.09
H 22.859 13.230 5.323 0.10
H 21.109 13.542 5.416 0.10
H 22.522 14.737 6.909 0.09
C 26.860 23.294 9.123 -0.09
O 25.858 22.228 9.027 -0.09
H 26.351 24.208 9.430 0.09
H 27.685 23.001 9.772 0.09
H 27.356 23.494 8.174 0.08
H 25.629 22.008 9.932 0.07
C 18.018 18.410 6.277 -0.13
O 18.732 18.874 5.130 -0.09
H 18.694 18.110 7.078 0.08
H 17.349 19.164 6.692 0.09
H 17.424 17.557 5.948 0.09
H 18.045 19.092 4.496 0.09
C 18.038 18.795 12.014 -0.07
O 18.901 17.820 11.459 0.01
H 17.409 19.353 11.321 0.11
H 17.353 18.326 12.720 0.11
H 18.797 19.469 12.413 0.11
H 19.622 18.276 11.021 0.09
```

Results
Charge: +2
Energy above the lowest of the compared OMol25 structures with the same formula, charge and spin: 3.3050 eV
HOMO: -0.557 Ha
Energy: -26758.8458 eV
LUMO energy: -13.134 eV

***

Entry 2:
Below is a 15-piece molecular cluster, C4H36O17 overall, with properties calculated with ωB97M-V/def2-TZVPD.

```
57
Properties=species:S:1:pos:R:3:mulliken_spin:R:1
O 2.859 -0.223 -1.349 0.18
C 1.937 0.578 -0.944 0.59
C 0.599 0.167 -0.440 -0.15
C -0.361 1.350 -0.342 0.13
C -0.141 2.287 0.819 0.00
O 0.505 1.782 1.921 0.01
H 2.010 1.662 -1.004 0.20
H 0.165 -0.614 -1.097 -0.04
H 0.714 -0.570 0.391 0.07
H -1.305 0.782 -0.246 -0.02
H -0.433 1.885 -1.292 -0.06
H 0.519 3.111 0.503 -0.01
H -3.022 3.021 -1.445 0.00
H -2.650 2.700 -0.035 0.00
O -3.036 2.273 -0.840 0.00
H 2.095 -1.597 1.801 0.01
H 3.244 -1.045 2.786 0.00
O 2.364 -0.925 2.432 0.00
H -1.304 -1.283 3.487 0.00
H 0.490 0.872 2.244 0.00
O -1.755 -0.904 4.275 0.00
H -0.718 -2.374 1.321 0.01
H -2.245 -1.666 4.593 0.00
O -1.472 -2.350 1.947 0.00
H 3.034 2.299 0.900 0.02
H 2.457 3.231 1.938 -0.01
O 3.079 3.229 1.195 0.00
H -2.290 -2.517 1.452 0.00
H -1.514 2.899 2.155 0.00
O -1.432 2.859 1.199 -0.01
H 0.898 -3.767 0.412 0.00
H 0.359 -2.791 -0.632 0.01
O 0.616 -2.851 0.325 0.00
H -0.944 -2.278 -2.368 0.00
H 0.302 -3.265 -2.361 0.00
O -0.610 -3.145 -2.048 -0.01
H -1.366 0.071 -2.566 0.00
H -0.462 -0.363 -3.804 0.00
O -0.701 -0.556 -2.892 0.02
H 1.897 4.640 -1.025 0.00
H 2.159 3.252 -1.404 0.01
O 1.613 3.999 -1.689 0.00
H -3.262 -0.283 2.755 0.00
H -3.812 -0.201 1.310 0.00
O -3.021 -0.092 1.841 0.00
H -3.406 0.167 -2.891 0.00
H -3.240 0.501 -1.363 0.00
O -3.073 -0.166 -2.054 0.00
H 4.654 0.348 -0.446 0.00
H 4.991 0.392 1.178 0.00
O 4.770 0.856 0.369 0.01
H -3.450 -2.315 -0.695 0.00
H -2.082 -3.023 -0.606 0.00
O -2.963 -2.988 -0.209 0.00
H 2.497 -1.795 -1.894 0.00
H 2.910 -2.621 -3.166 -0.01
O 2.334 -2.645 -2.401 0.01
```

Results
2S+1: 2
Charge: -1
HOMO (spin up / spin down): -0.028 / -0.169 Ha
Energy: -39539.9233 eV
LUMO energy (spin up / spin down): 2.372 / 2.364 eV

***

Entry 3:
Below is C4H12N4 as an isolated structure, with properties calculated with ωB97M-V/def2-TZVPD.

```
20
Properties=species:S:1:pos:R:3:lowdin_charge:R:1
C -0.561 -0.465 0.197 -0.50
C 1.031 1.404 0.241 -0.06
C -1.169 -0.099 1.531 -0.02
N 0.758 -0.003 -0.008 -0.12
N -0.797 -1.747 -0.276 0.03
N -1.574 0.273 -1.195 0.00
C 1.727 -0.801 -0.608 -0.27
N 2.913 -0.500 -0.931 0.08
H -1.223 -1.387 -1.251 0.12
H -1.560 -2.182 0.228 0.08
H -2.344 0.874 -0.910 0.02
H -1.102 0.739 -1.968 0.02
H 3.174 0.465 -0.736 0.02
H 1.382 -1.812 -0.781 0.10
H 1.473 1.564 1.228 0.10
H 1.721 1.782 -0.515 0.08
H 0.108 1.972 0.148 0.08
H -1.007 0.944 1.789 0.07
H -0.710 -0.720 2.305 0.10
H -2.238 -0.301 1.513 0.08
```

Results
Energy above the lowest of the compared OMol25 structures with the same formula, charge and spin: 2.2368 eV
HOMO: -0.317 Ha
Energy: -10301.0349 eV
LUMO energy: 0.754 eV

***

Entry 4:
Below is a 2-piece molecular cluster, C6H10N2O overall, with properties calculated with ωB97M-V/def2-TZVPD.

```
19
Properties=species:S:1:pos:R:3:lowdin_charge:R:1
C 0.530 -1.359 0.731 -0.25
C 1.916 0.073 -0.986 -0.05
C -2.290 0.027 0.034 -0.05
C 0.413 0.933 1.434 -0.06
C -0.965 0.097 -0.661 -0.47
C 0.229 -0.012 0.260 -0.31
N 0.820 -2.408 1.120 0.17
N 2.868 0.721 -0.609 0.10
O -0.822 -0.908 -1.649 -0.02
H 1.855 -0.506 -1.827 0.07
H -2.266 -0.745 0.902 0.12
H -2.648 1.062 0.387 0.12
H -2.801 -0.465 -0.807 0.09
H 0.251 2.039 1.376 0.10
H -0.306 0.635 2.169 0.07
H 1.511 0.831 1.716 0.10
H -1.007 1.083 -1.191 0.16
H 3.613 0.569 -1.261 0.06
H -0.902 -1.667 -1.137 0.05
```

Results
Energy above the lowest of the compared OMol25 structures with the same formula, charge and spin: 3.7627 eV
HOMO: -0.340 Ha
Energy: -11408.3251 eV
LUMO energy: 0.756 eV

***

Entry 5:
Below is a 2-piece molecular cluster, CH3Cl2N overall, with properties calculated with ωB97M-V/def2-TZVPD.

```
7
Properties=species:S:1:pos:R:3:mulliken_spin:R:1
C -0.861 -0.243 0.064 0.86
N 0.860 0.664 -0.445 0.87
Cl -0.718 -1.873 -0.341 0.11
Cl 2.126 -0.405 -0.119 0.22
H -1.432 0.239 -0.684 -0.01
H -0.794 0.295 1.124 0.00
H 0.820 1.323 0.402 -0.05
```

Results
2S+1: 3
HOMO (spin up / spin down): -0.228 / -0.390 Ha
Energy: -27614.1888 eV
LUMO energy (spin up / spin down): 0.653 / -2.279 eV

***

Entry 6:
Below is one molecule with the formula C5H5NO, with properties calculated with ωB97M-V/def2-TZVPD.

```
12
Properties=species:S:1:pos:R:3:lowdin_charge:R:1
C -0.369 -0.263 -0.026 -0.32
C 0.355 1.005 -0.023 -0.11
C 1.685 1.131 0.030 0.05
C -1.831 -0.242 -0.004 -0.08
C -3.043 -0.151 0.018 0.12
H 1.545 -2.570 -0.041 0.13
H -0.266 1.887 -0.056 0.10
H 2.329 0.277 0.004 0.04
H 2.114 2.163 -0.015 0.08
H -4.109 -0.186 0.120 0.03
N 0.100 -1.476 -0.056 0.05
O 1.490 -1.577 0.049 -0.08
```

Results
Energy above the lowest of the compared OMol25 structures with the same formula, charge and spin: 4.3253 eV
HOMO: -0.337 Ha
Energy: -8799.0937 eV
LUMO energy: 0.240 eV

***

Entry 7:
Below is a 2-piece molecular cluster, HN2O3 overall, with properties calculated with ωB97M-V/def2-TZVPD.

```
6
Properties=species:S:1:pos:R:3:lowdin_charge:R:1
N -1.118 -1.185 -0.059 -0.03
N -1.733 -0.124 -0.097 -0.36
O -3.600 -0.037 0.100 -0.40
O -1.242 1.011 -0.142 -0.13
O 0.276 -0.938 -0.074 -0.12
H 0.321 0.055 -0.045 0.05
```

Results
Charge: -1
Energy above the lowest of the compared OMol25 structures with the same formula, charge and spin: 2.3971 eV
HOMO (spin up / spin down): -0.163 / -0.163 Ha
Energy: -9133.1983 eV
LUMO energy (spin up / spin down): 4.670 / 4.670 eV

***

Entry 8:
Below is a 2-piece molecular cluster, C6H6 overall, with properties calculated with ωB97M-V/def2-TZVPD.

```
12
Properties=species:S:1:pos:R:3:lowdin_charge:R:1
C -1.197 -0.377 -0.901 0.06
C 0.003 -0.292 0.774 -0.21
C 1.338 -0.875 0.667 -0.15
C 2.418 -1.395 0.535 0.11
C -0.077 1.139 0.610 -0.19
C -0.490 2.100 -0.001 0.11
H -0.379 0.105 -1.402 0.02
H -1.745 -1.012 -1.636 0.05
H -1.912 0.177 -0.322 0.01
H -0.510 -0.644 1.680 0.12
H 3.367 -1.869 0.383 0.03
H -0.813 3.005 -0.459 0.04
```

Results
Energy above the lowest of the compared OMol25 structures with the same formula, charge and spin: 6.8156 eV
HOMO: -0.341 Ha
Energy: -6312.3846 eV
LUMO energy: 0.489 eV